Entry 1:
96
Properties=species:S:1:pos:R:3 method="wB97M-V/def2-TZVPD" multiplicity=1 molar_mass_g_mol=1195.368 total_charge=-1 de_lowest_kcal_mol=2.5
In -0.7488 0.6760 -0.3666
C -4.2778 1.4395 1.7541
N -3.6685 2.6980 1.3459
C -3.6299 3.8412 2.1122
C -3.0559 4.7986 1.3520
N -2.7511 4.2557 0.1271
B -2.1997 5.1344 -1.0469
N -1.1161 4.3811 -1.8915
C -0.9751 4.6033 -3.2418
C 0.1548 3.9919 -3.6605
N 0.7087 3.3884 -2.5568
C 1.9904 2.6968 -2.5188
C -0.0856 3.6312 -1.4857
S 0.2353 3.0348 0.1062
C -3.1246 2.9696 0.1352
S -2.9825 1.8271 -1.1536
H -4.0267 1.2315 2.7915
H -3.8815 0.6393 1.1388
H -5.3602 1.4939 1.6313
H -4.0098 3.8644 3.1182
H -2.8368 5.8266 1.5796
H -1.6887 6.1078 -0.5438
H -3.1101 5.4059 -1.7953
H -1.7017 5.1782 -3.7879
H 0.5965 3.9162 -4.6387
H 2.6479 3.1340 -3.2683
H 1.8626 1.6326 -2.7156
H 2.4307 2.8110 -1.5313
Se 3.6850 1.3529 0.8327
P 2.9108 -0.6032 0.6643
Se 0.7672 -0.9256 1.1045
C 3.2586 -1.3309 -0.9806
C 2.9630 -2.6707 -1.2201
C 3.1667 -3.2119 -2.4790
C 3.6623 -2.4175 -3.5065
C 3.9731 -1.0880 -3.2642
C 3.7750 -0.5457 -2.0006
C 3.7315 -1.7931 1.7922
C 5.0640 -1.5620 2.1216
C 5.7427 -2.4500 2.9440
C 5.1010 -3.5830 3.4261
C 3.7740 -3.8201 3.0958
C 3.0864 -2.9222 2.2907
H 2.5637 -3.2855 -0.4230
H 2.9330 -4.2534 -2.6627
H 3.7984 -2.8372 -4.4961
H 4.3650 -0.4670 -4.0612
H 4.0228 0.4883 -1.7954
H 5.5554 -0.6748 1.7417
H 6.7749 -2.2579 3.2106
H 5.6322 -4.2763 4.0675
H 3.2685 -4.6998 3.4754
H 2.0415 -3.0928 2.0678
F -0.1322 -3.9971 5.4060
C -0.9102 -4.3545 4.3728
C -1.0797 -3.5391 3.3267
N -1.8839 -3.8726 2.2595
C -2.0447 -2.9542 1.1355
C -2.2780 -1.4998 1.5490
O -2.4935 -1.2060 2.7178
O -2.2426 -0.6929 0.5496
C -2.5292 -5.0900 2.2039
O -3.2424 -5.4417 1.2848
N -2.2939 -5.9102 3.2916
C -1.5356 -5.6574 4.4344
O -1.4462 -6.4782 5.3232
H -0.6035 -2.5696 3.2880
H -2.8909 -3.2932 0.5452
H -1.1611 -2.9784 0.4964
H -2.7537 -6.8076 3.2554
Br 1.7075 -1.2157 5.2009
C 0.3445 0.0977 4.9924
C -0.4910 0.3816 6.0647
C -1.4095 1.4009 5.8882
C -1.4638 2.0648 4.6714
C -0.6071 1.6588 3.6625
N 0.2973 0.6941 3.8297
H -0.4135 -0.1731 6.9882
H -2.0764 1.6758 6.6960
H -2.1518 2.8825 4.5038
H -0.6199 2.1348 2.6872
O -2.4028 2.0967 -8.1893
C -1.2104 1.4901 -7.9682
O -0.4661 1.3134 -8.8947
C -0.9127 1.0739 -6.5710
C -1.6199 1.5320 -5.4614
C -1.3016 1.1054 -4.1845
C -0.2635 0.1950 -3.9757
S 0.2000 -0.4498 -2.4097
C 0.4647 -0.2443 -5.0918
C 0.1428 0.1878 -6.3622
H -2.9244 2.1154 -7.3785
H -2.4235 2.2561 -5.5603
H -1.8683 1.4810 -3.3461
H 1.2849 -0.9356 -4.9376
H 0.6928 -0.1583 -7.2281

---

Entry 2:
79
Properties=species:S:1:pos:R:3 method="wB97M-V/def2-TZVPD" multiplicity=8 molar_mass_g_mol=768.587 total_charge=+1 de_lowest_kcal_mol=0.0
C -1.4757 -0.8050 4.9181
C -2.2469 -0.2292 3.8617
C -2.2352 -1.1485 2.7635
H -2.8393 0.6927 3.9292
C -1.4475 -2.2837 3.1412
C -0.9643 -2.0681 4.4730
H -0.4171 -2.7886 5.0902
H -1.3791 -0.4109 5.9370
H -2.8275 -1.0617 1.8514
H -1.3503 -3.2118 2.5750
Gd 0.1145 -0.3553 3.1457
Si 1.9635 -0.0278 -4.0628
C 1.4170 1.4885 -5.0077
C 2.1566 2.0506 -6.0637
H 3.1463 1.6551 -6.3136
C 1.6237 3.1241 -6.7905
H 2.1890 3.5497 -7.6180
C 0.3824 3.6815 -6.4603
H -0.0143 4.5493 -6.9943
C -0.3538 3.1184 -5.4134
H -1.3128 3.5429 -5.1218
C 0.1431 2.0134 -4.7231
H -0.4720 1.5704 -3.9376
C 1.7425 -1.4622 -5.2290
C 0.6936 -1.3946 -6.1699
H 0.2042 -0.4379 -6.3892
C 0.1737 -2.5594 -6.7455
H -0.6908 -2.5008 -7.4093
C 0.7209 -3.8102 -6.4344
H 0.2604 -4.7301 -6.8206
C 1.8480 -3.8662 -5.5991
H 2.2892 -4.8412 -5.3795
C 2.3661 -2.7058 -5.0108
H 3.2081 -2.7820 -4.3133
H 0.7738 -0.2571 -3.2016
Si -0.0004 0.0064 -0.0270
C -0.7725 -1.6325 -0.5898
C -1.9445 -1.7274 -1.3782
H -2.3865 -0.8215 -1.8207
C -2.5336 -2.9755 -1.6441
H -3.4282 -3.0368 -2.2708
C -1.9609 -4.1465 -1.1339
H -2.4160 -5.1231 -1.3368
C -0.8023 -4.0712 -0.3439
H -0.3370 -4.9826 0.0490
C -0.2104 -2.8315 -0.0875
H 0.7326 -2.7958 0.4782
C -1.1309 1.3500 -0.6402
C -2.3486 1.5316 0.0655
H -2.5925 0.8943 0.9197
C -3.2550 2.5331 -0.2954
H -4.1661 2.6802 0.2924
C -2.9816 3.3596 -1.4010
H -3.6928 4.1483 -1.6786
C -1.7659 3.2219 -2.0925
H -1.5539 3.8889 -2.9356
C -0.8241 2.2703 -1.6688
H 0.1603 2.2316 -2.1439
H 3.2307 0.1218 -3.2457
Cl 1.9780 0.2395 -0.6354
N -0.1379 1.8482 4.2463
C 0.5326 1.9346 5.5380
C 0.3797 3.0431 6.3478
C 1.1152 3.1076 7.5512
C 1.9527 2.0635 7.9524
C 2.0690 0.8863 7.1686
C 2.8408 -0.2363 7.5324
C 2.8259 -1.3696 6.7392
C 2.0726 -1.3794 5.5614
N 1.4355 -0.2703 5.1232
C 1.3506 0.8471 5.9334
H -1.1312 2.0866 4.3221
H 0.2430 2.5285 3.5787
H -0.2793 3.8542 6.0314
H 1.0357 4.0135 8.1668
H 2.5237 2.1459 8.8861
H 3.4228 -0.1861 8.4529
H 3.3778 -2.2659 7.0099
H 1.9832 -2.2834 4.9461

---

Entry 3:
93
Properties=species:S:1:pos:R:3 method="wB97M-V/def2-TZVPD" multiplicity=3 molar_mass_g_mol=978.389 total_charge=+2 de_lowest_kcal_mol=57.9
Pd 1.5844 0.9996 1.2166
F 3.6230 1.5756 -1.2669
C 4.4569 0.5489 -1.0835
F 4.2673 -0.3371 -2.0515
F 5.6960 0.9860 -1.0806
S 4.0841 -0.2985 0.5125
O 2.7128 -0.8202 0.3367
O 5.1038 -1.2597 0.7522
N 4.1182 1.0085 1.4429
S 3.7193 0.9638 2.9878
O 4.7969 1.0368 3.9027
O 2.6852 -0.0556 3.1841
C 2.8455 2.6466 3.2079
F 3.4734 3.3301 4.1310
F 1.5711 2.4481 3.5958
F 2.8129 3.3525 2.0750
C -1.0870 7.2041 -1.4300
C -0.8391 5.7518 -1.1451
C 0.4288 5.2934 -0.7982
C 0.6478 3.9561 -0.5036
C -0.4192 3.0739 -0.5729
C -1.6979 3.4952 -0.9271
C -1.8934 4.8330 -1.2083
S -0.1522 1.3687 -0.2224
O -1.4352 0.8283 0.3406
C 0.0209 0.6544 -1.8594
C 0.9006 1.3429 -2.7254
C 1.1089 0.8752 -3.9846
C 0.4435 -0.2863 -4.4476
C 0.6473 -0.7668 -5.7632
C -0.0085 -1.8771 -6.2036
C -0.8939 -2.5631 -5.3422
C -1.1068 -2.1253 -4.0687
C -0.4438 -0.9686 -3.5830
C -0.6291 -0.4903 -2.2454
C -1.5389 -1.2973 -1.3773
C -2.9396 -1.0596 -1.3645
C -3.5121 0.0263 -2.0718
C -4.8423 0.3044 -1.9467
C -5.6657 -0.4943 -1.1211
C -5.1458 -1.5712 -0.4602
C -3.7708 -1.8839 -0.5708
C -3.2174 -3.0153 0.0940
C -1.8820 -3.2678 0.0616
C -1.0501 -2.3744 -0.6630
S 0.6989 -2.4997 -0.6499
O 1.2856 -3.0123 -1.8903
C 1.3215 -3.3124 0.7423
C 2.6077 -3.8347 0.5805
C 3.2437 -4.3750 1.6775
C 2.6394 -4.3759 2.9360
C 3.3580 -4.9212 4.1300
C 1.3559 -3.8306 3.0689
C 0.6975 -3.2754 1.9936
H -0.1857 7.7975 -1.2960
H -1.8581 7.5971 -0.7666
H -1.4399 7.3411 -2.4529
H 1.2546 5.9913 -0.7535
H 1.6351 3.6098 -0.2174
H -2.5123 2.7834 -0.9841
H -2.8801 5.1805 -1.4889
H 1.3837 2.2543 -2.4009
H 1.7792 1.4002 -4.6529
H 1.3332 -0.2363 -6.4110
H 0.1435 -2.2356 -7.2122
H -1.4048 -3.4475 -5.6977
H -1.7895 -2.6699 -3.4296
H -2.8857 0.6293 -2.7171
H -5.2765 1.1314 -2.4924
H -6.7179 -0.2600 -1.0305
H -5.7794 -2.2010 0.1514
H -3.8825 -3.7037 0.6002
H -1.4787 -4.1699 0.4985
H 3.0897 -3.8193 -0.3863
H 4.2350 -4.7914 1.5593
H 4.1655 -5.5894 3.8403
H 2.6760 -5.4543 4.7913
H 3.7936 -4.0995 4.7032
H 0.8702 -3.8498 4.0362
H -0.2938 -2.8651 2.1215
N -2.5591 1.5034 2.6694
C -2.6268 0.3062 3.5709
C -1.2567 0.0542 4.1660
N -0.2789 -0.0972 3.0874
H -2.0802 2.2757 3.1357
H -3.4857 1.8234 2.3897
H -2.0103 1.2665 1.7964
H -2.9535 -0.5281 2.9490
H -3.3732 0.4868 4.3415
H -1.3217 -0.8034 4.8419
H -0.9632 0.9159 4.7717
H -0.4909 -0.9203 2.5320
H 0.6403 -0.2613 3.4949